1.
{
  "formula": "CHN3O3",
  "method": "the ωB97M-V functional and the def2-TZVPD basis",
  "symbols": ["C", "N", "N", "N", "O", "O", "O", "H"],
  "positions_angstrom": [[-0.2256, 1.3634, -0.3576], [-1.2978, 1.7679, -0.4594], [0.8211, 0.7065, -0.3265], [-0.8136, -1.2348, -0.0178], [-1.8067, -0.6389, 0.2782], [-0.4233, -2.2669, -0.4248], [1.6643, 0.5667, 0.7713], [2.0816, -0.2639, 0.5367]],
  "forces_ev_per_angstrom": [[0.240, 1.267, 1.333], [-2.532, 1.521, -0.524], [3.493, -2.793, -0.560], [-0.403, 1.146, 1.062], [1.025, -1.795, -0.650], [-0.682, 0.031, -0.193], [-1.604, 0.876, -0.473], [0.463, -0.252, 0.003]],
  "e_lumo_ha": [-0.1029, -0.1558],
  "total_charge": 0,
  "gap_ev": [6.31, 3.73],
  "fmax_ev_per_a": 4.507
}

2.
{
  "formula": "CHN3O3",
  "method": "the ωB97M-V functional and the def2-TZVPD basis",
  "symbols": ["C", "N", "N", "N", "O", "O", "O", "H"],
  "positions_angstrom": [[2.1245, -0.7726, 0.0377], [3.2215, -0.6941, 0.3929], [-0.6740, -0.3005, 0.1105], [-1.2672, 0.8664, -0.0709], [-2.4718, 0.7082, 0.2193], [-0.7093, 1.8795, -0.4826], [1.1094, -0.6492, -0.5869], [-1.3332, -1.0376, 0.3800]],
  "forces_ev_per_angstrom": [[1.141, 0.928, 1.597], [1.681, -0.525, 1.000], [2.459, -0.382, 0.664], [-0.275, 1.704, -1.281], [0.995, 0.539, -0.076], [-0.833, -2.029, 0.942], [-5.690, 0.193, -2.437], [0.522, -0.427, -0.410]],
  "e_lumo_ha": [-0.1645, -0.1647],
  "total_charge": 0,
  "gap_ev": [6.87, 6.86],
  "fmax_ev_per_a": 6.193
}

Relative energy (zero: lowest compared OMol25 entry of this formula, charge and spin) values, unit kJ/mol, following the record order: 556.2 503.4.